[1]
DFT (wB97M-V/def2-TZVPD) results for 7 unconnected molecules or ions with the total composition C18H48ClO22S6.

Properties
orbital gap: 8.379 eV
total charge: -1
spin multiplicity: 1
E_HOMO: -6.61 eV
LUMO level: 1.77 eV

Geometry (Å):
Cl: 0.518 -1.791 0.553
O: 0.879 -2.187 1.872
O: 1.338 -0.647 0.306
O: 0.742 -2.843 -0.433
O: -0.929 -1.480 0.536
O: -3.127 -3.912 -8.698
S: -3.610 -4.309 -7.391
O: -4.288 -5.566 -7.186
O: -2.494 -4.060 -6.249
C: -1.435 -3.154 -6.596
C: -0.605 -2.997 -5.347
C: -4.897 -3.027 -7.019
H: -1.982 -2.232 -6.796
H: -0.883 -3.529 -7.458
H: -1.227 -2.626 -4.533
H: 0.158 -2.229 -5.473
H: -0.162 -3.943 -5.034
H: -5.722 -3.217 -7.705
H: -4.513 -2.007 -7.029
H: -5.212 -3.207 -5.991
O: 1.570 4.473 6.156
S: 1.860 4.006 4.809
O: 0.847 4.146 3.749
O: 3.281 4.705 4.309
C: 4.285 4.687 5.282
C: 4.503 6.146 5.712
C: 2.340 2.185 4.867
H: 5.177 4.313 4.778
H: 4.196 3.950 6.079
H: 3.620 6.533 6.221
H: 4.701 6.893 4.943
H: 5.446 6.208 6.255
H: 3.105 1.967 4.122
H: 1.453 1.551 4.863
H: 2.797 2.029 5.844
O: 7.422 -5.141 -0.222
S: 7.101 -3.847 -0.822
O: 8.066 -2.731 -0.734
O: 6.682 -4.130 -2.402
C: 5.899 -5.257 -2.675
C: 4.629 -4.873 -3.501
C: 5.433 -3.322 -0.104
H: 5.652 -5.676 -1.700
H: 6.535 -6.003 -3.151
H: 4.848 -4.144 -4.281
H: 3.900 -4.395 -2.848
H: 4.319 -5.821 -3.942
H: 5.569 -3.242 0.974
H: 4.720 -4.121 -0.310
H: 5.170 -2.403 -0.628
O: -7.586 -5.521 -0.082
S: -6.168 -5.372 0.168
O: -5.687 -5.845 1.444
O: -5.258 -5.975 -1.052
C: -3.847 -5.757 -0.997
C: -3.111 -6.768 -1.836
C: -5.891 -3.578 -0.043
H: -3.470 -5.882 0.018
H: -3.616 -4.795 -1.455
H: -2.029 -6.647 -1.795
H: -3.455 -6.763 -2.871
H: -3.357 -7.748 -1.427
H: -6.273 -3.143 -0.966
H: -4.845 -3.421 0.221
H: -6.485 -3.193 0.786
O: 1.009 6.108 -3.062
S: 1.863 5.964 -1.880
O: 3.333 5.780 -1.990
O: 1.659 7.249 -0.708
C: 2.598 7.341 0.330
C: 3.320 8.653 -0.030
C: 1.149 4.598 -0.833
H: 3.290 6.499 0.380
H: 2.087 7.465 1.285
H: 4.203 8.816 0.587
H: 2.732 9.571 -0.009
H: 3.741 8.575 -1.032
H: 1.731 4.386 0.064
H: 1.080 3.704 -1.452
H: 0.212 5.031 -0.483
O: -6.040 1.611 3.318
S: -5.458 2.953 3.178
O: -6.295 4.152 2.845
O: -4.608 3.315 4.551
C: -3.596 2.439 4.992
C: -3.249 2.711 6.444
C: -4.048 2.847 2.030
H: -2.783 2.725 4.324
H: -3.863 1.384 4.935
H: -2.560 1.942 6.793
H: -4.192 2.725 6.990
H: -2.772 3.651 6.721
H: -3.554 1.894 2.215
H: -3.310 3.545 2.426
H: -4.275 3.052 0.984

Atom charges from the Mulliken analysis, given in e for atoms 1 to 4:
1. Cl 1.5981
2. O -0.6589
3. O -0.6441
4. O -0.6310


[2]
DFT (wB97M-V/def2-TZVPD) results for a molecular structure, C18H48CuF5GeOSbSi3Te.

Properties
expectation value of S²: 0.76
orbital gap (spin up / spin down): 7.538 / 6.610 eV
spin multiplicity: 2
E_HOMO (spin up / spin down): -7.62 / -8.69 eV
LUMO level (spin up / spin down): -0.08 / -2.07 eV

Geometry (Å):
Cu: 0.044 0.001 -0.069
C: 3.030 1.326 -4.563
Si: 2.905 1.058 -2.713
C: 3.942 2.382 -1.879
C: 3.506 -0.677 -2.331
Ge: 0.657 1.290 -2.000
Si: 0.174 3.583 -1.524
C: -1.668 3.830 -1.303
C: 0.755 4.604 -2.990
C: 1.053 4.229 -0.002
Si: -0.878 0.466 -3.651
C: -0.427 -1.299 -4.069
C: -0.663 1.546 -5.174
C: -2.664 0.616 -3.130
H: 4.073 1.269 -4.882
H: 2.644 2.303 -4.852
H: 2.472 0.567 -5.110
H: 5.009 2.216 -2.039
H: 3.764 2.435 -0.804
H: 3.690 3.353 -2.302
H: 4.570 -0.791 -2.544
H: 2.960 -1.389 -2.950
H: 3.328 -0.955 -1.291
H: -2.200 3.649 -2.236
H: -1.877 4.856 -0.994
H: -2.079 3.158 -0.549
H: 0.292 4.276 -3.920
H: 1.835 4.537 -3.115
H: 0.501 5.655 -2.839
H: 0.675 3.765 0.907
H: 0.888 5.306 0.080
H: 2.128 4.060 -0.056
H: 0.581 -1.354 -4.480
H: -1.115 -1.705 -4.811
H: -0.473 -1.931 -3.185
H: 0.368 1.600 -5.512
H: -1.012 2.559 -4.980
H: -1.265 1.140 -5.989
H: -2.884 0.066 -2.219
H: -3.298 0.220 -3.925
H: -2.937 1.660 -2.977
C: 4.893 0.389 0.898
C: 4.142 -0.670 1.693
C: 4.760 -0.831 3.077
Sb: 2.012 -0.243 1.706
C: 1.847 1.720 2.601
C: 0.377 1.942 2.948
C: 2.765 2.053 3.768
C: 1.249 -1.609 3.208
C: 1.393 -1.156 4.656
C: 1.817 -3.009 2.984
H: 5.959 0.151 0.877
H: 4.792 1.377 1.352
H: 4.548 0.455 -0.133
H: 4.203 -1.622 1.159
H: 4.674 0.082 3.669
H: 5.827 -1.045 2.965
H: 4.323 -1.646 3.646
H: 2.101 2.377 1.764
H: 0.044 1.284 3.753
H: -0.283 1.760 2.094
H: 0.219 2.971 3.277
H: 2.628 1.376 4.613
H: 2.551 3.065 4.122
H: 3.816 2.026 3.480
H: 0.188 -1.626 2.955
H: 2.435 -1.060 4.962
H: 0.931 -1.904 5.306
H: 0.893 -0.205 4.852
H: 2.872 -3.071 3.249
H: 1.700 -3.344 1.957
H: 1.281 -3.718 3.620
F: -1.974 -3.320 2.182
Te: -1.830 -2.487 0.535
F: -2.345 -4.108 -0.205
F: -1.689 -1.908 -1.254
F: -0.094 -3.161 0.340
F: -3.639 -2.095 0.546
O: -1.279 -0.884 1.172

Atom charges from the Mulliken analysis, given in e for atoms 1 to 4:
1. Cu 0.0141
2. C -1.1311
3. Si 0.7305
4. C -0.8020


[3]
DFT (wB97M-V/def2-TZVPD) results for 9 unconnected molecules or ions with the total composition C18H48N11O17.

Properties
orbital gap: 1.790 eV
total charge: -1
spin multiplicity: 1
E_HOMO: -1.29 eV
LUMO level: 0.50 eV

Geometry (Å):
C: 5.534 3.081 0.897
C: 4.062 3.108 0.107
C: 3.721 1.607 -0.547
C: 2.841 3.659 1.063
C: 1.917 4.824 0.295
C: 2.810 6.206 0.104
C: 1.427 4.144 -1.113
O: 0.316 4.830 -1.789
C: -0.969 4.643 -1.099
C: -1.505 3.066 -1.230
C: -2.066 2.452 0.184
N: -1.088 2.494 1.336
N: -2.357 0.959 -0.074
N: -3.408 3.097 0.457
H: 5.690 4.145 1.361
H: 6.331 2.908 0.026
H: 5.621 2.194 1.656
H: 4.244 3.826 -0.828
H: 3.191 1.760 -1.581
H: 3.114 0.935 0.197
H: 4.765 1.088 -0.754
H: 3.186 4.022 2.124
H: 2.101 2.742 1.210
H: 1.062 5.086 1.050
H: 2.140 7.062 -0.336
H: 3.795 6.000 -0.497
H: 3.119 6.541 1.206
H: 2.359 4.215 -1.856
H: 1.265 3.002 -0.916
H: -0.867 4.804 0.077
H: -0.670 2.380 -1.704
H: -2.388 3.097 -1.999
H: -1.133 3.450 1.802
H: -1.318 1.807 2.092
H: -1.549 0.427 0.370
H: -2.279 0.811 -1.112
H: -3.352 3.885 1.140
H: -4.044 2.327 0.824
C: -3.211 -2.790 2.067
N: -2.146 -1.926 1.489
O: -1.244 -1.555 2.249
O: -2.247 -1.645 0.289
H: -2.996 -2.955 3.125
H: -4.162 -2.268 1.944
H: -3.202 -3.735 1.520
C: -0.612 -5.261 -0.823
N: -1.636 -5.823 0.098
O: -1.543 -5.529 1.296
O: -2.504 -6.544 -0.407
H: 0.085 -4.650 -0.245
H: -0.092 -6.100 -1.290
H: -1.134 -4.653 -1.565
C: -6.289 0.544 1.012
N: -6.686 -0.824 1.441
O: -7.635 -1.350 0.848
O: -6.036 -1.330 2.363
H: -6.943 0.863 0.198
H: -6.396 1.205 1.874
H: -5.251 0.495 0.675
C: 0.116 -1.741 5.451
N: -0.908 -2.303 6.372
O: -0.815 -2.009 7.570
O: -1.777 -3.024 5.867
H: 0.813 -1.130 6.029
H: 0.635 -2.580 4.984
H: -0.406 -1.133 4.709
C: 0.840 -4.857 -4.954
N: 0.211 -4.589 -3.632
O: -0.958 -4.960 -3.476
O: 0.910 -4.016 -2.788
H: 0.115 -5.364 -5.594
H: 1.127 -3.895 -5.383
H: 1.712 -5.491 -4.782
C: -8.873 -3.604 -1.045
N: -9.241 -3.534 -2.484
O: -9.244 -4.595 -3.119
O: -9.517 -2.417 -2.936
H: -8.656 -4.642 -0.785
H: -7.989 -2.978 -0.900
H: -9.722 -3.231 -0.469
C: 7.846 6.876 2.741
N: 7.005 6.616 1.541
O: 5.829 6.998 1.581
O: 7.549 6.037 0.594
H: 7.241 7.388 3.492
H: 8.190 5.910 3.117
H: 8.684 7.502 2.427
C: 5.545 -7.005 -4.740
N: 4.484 -6.044 -5.145
O: 4.789 -4.846 -5.180
O: 3.375 -6.519 -5.416
H: 6.463 -6.451 -4.532
H: 5.196 -7.523 -3.844
H: 5.693 -7.700 -5.569

Atom charges from the Mulliken analysis, given in e for atoms 1 to 4:
1. C -0.9640
2. C 0.6341
3. C -1.1339
4. C -0.7617


[4]
DFT (wB97M-V/def2-TZVPD) results for a molecular structure, C18H49GaIN12O9.

Properties
orbital gap: 6.186 eV
total charge: -1
spin multiplicity: 1
E_HOMO: -4.05 eV
LUMO level: 2.13 eV

Geometry (Å):
C: 1.244 -2.985 1.874
C: 0.937 -1.516 2.061
O: 2.103 -0.763 1.752
C: 1.843 0.580 1.589
O: 2.040 1.306 2.476
C: 1.371 1.065 0.252
C: 0.069 1.857 0.285
C: -1.062 1.259 1.153
Ga: -2.648 0.574 0.016
C: -4.457 0.840 0.954
C: -4.610 0.162 2.339
C: -5.345 -1.177 2.319
O: -5.108 -1.973 1.169
C: -2.425 -1.405 -0.514
C: -0.921 -1.605 -0.955
C: -0.766 -2.136 -2.395
I: 0.767 -3.708 -2.322
H: 2.060 -3.278 2.530
H: 0.367 -3.576 2.089
H: 1.557 -3.134 0.846
H: 0.607 -1.352 3.083
H: 0.116 -1.286 1.392
H: 1.372 0.243 -0.457
H: 2.147 1.741 -0.102
H: 0.279 2.868 0.632
H: -0.326 1.975 -0.718
H: -0.730 0.526 1.882
H: -1.478 2.085 1.731
H: -2.652 1.422 -1.365
H: -4.650 1.906 1.071
H: -5.225 0.475 0.264
H: -3.643 0.032 2.822
H: -5.195 0.829 2.968
H: -5.018 -1.774 3.158
H: -6.425 -1.017 2.394
H: -5.453 -1.526 0.387
H: -2.576 -2.054 0.342
H: -3.037 -1.696 -1.364
H: -0.469 -0.617 -0.968
H: -0.445 -2.272 -0.252
H: -0.406 -1.334 -3.009
H: -1.673 -2.559 -2.792
C: 3.876 2.447 -2.665
O: 2.722 2.092 -2.823
N: 4.917 1.567 -2.721
N: 4.222 3.743 -2.413
H: 5.878 1.827 -2.591
H: 4.694 0.603 -2.904
H: 3.477 4.413 -2.356
H: 5.167 4.049 -2.279
C: -5.743 -1.508 6.324
O: -5.445 -0.628 5.548
N: -5.165 -1.630 7.563
N: -6.683 -2.460 6.029
H: -5.397 -2.352 8.217
H: -4.469 -0.951 7.809
H: -7.120 -2.402 5.127
H: -6.944 -3.198 6.653
C: 6.759 -0.378 0.536
O: 7.765 0.137 0.074
N: 5.519 -0.149 0.027
N: 6.797 -1.228 1.605
H: 4.679 -0.562 0.393
H: 5.455 0.473 -0.759
H: 7.695 -1.420 2.007
H: 5.981 -1.659 2.000
C: 4.113 1.013 -6.510
O: 4.852 0.184 -6.006
N: 4.175 1.329 -7.844
N: 3.172 1.690 -5.799
H: 3.579 2.004 -8.282
H: 4.859 0.847 -8.397
H: 3.099 1.485 -4.813
H: 2.557 2.374 -6.198
C: -0.623 -1.729 -6.312
O: -1.238 -1.212 -5.403
N: 0.710 -1.505 -6.520
N: -1.212 -2.584 -7.208
H: 1.236 -1.924 -7.262
H: 1.177 -0.887 -5.880
H: -2.190 -2.773 -7.083
H: -0.722 -3.023 -7.963
C: -1.252 3.437 4.587
O: -1.745 3.603 3.494
N: -0.001 2.908 4.747
N: -1.906 3.759 5.752
H: 0.428 2.757 5.639
H: 0.501 2.651 3.912
H: -2.828 4.143 5.666
H: -1.514 3.625 6.664

Atom charges from the Mulliken analysis, given in e for atoms 1 to 4:
1. C -1.5482
2. C 1.0602
3. O -0.3218
4. C 0.1929


[5]
DFT (wB97M-V/def2-TZVPD) results for 3 unconnected molecules or ions with the total composition C18H49N8O4P2.

Properties
orbital gap: 4.826 eV
total charge: -1
spin multiplicity: 1
E_HOMO: -3.72 eV
LUMO level: 1.11 eV

Geometry (Å):
C: -2.061 -0.935 3.412
C: -2.554 -1.000 1.876
C: -2.404 -2.443 1.199
C: -0.958 -2.696 0.509
N: 0.075 -2.016 1.344
N: 1.293 -1.819 0.657
C: 1.210 -0.713 -0.333
C: 0.828 0.716 0.280
O: -0.189 1.349 -0.202
O: 1.564 1.323 1.279
H: -2.544 -0.028 3.922
H: -2.287 -1.882 4.005
H: -0.922 -0.762 3.448
H: -3.687 -0.770 1.912
H: -2.061 -0.159 1.271
H: -3.172 -2.475 0.335
H: -2.704 -3.295 1.903
H: -1.022 -2.335 -0.565
H: -0.769 -3.834 0.602
H: 0.289 -2.700 2.097
H: 1.963 -1.518 1.391
H: 0.509 -0.922 -1.207
H: 2.271 -0.599 -0.775
O: -5.520 1.004 0.106
P: -6.431 2.240 0.234
N: -6.575 2.450 -1.471
C: -5.393 2.551 -2.321
C: -7.482 1.466 -2.064
N: -5.262 3.248 0.958
C: -4.574 4.350 0.319
C: -4.361 2.614 1.921
N: -7.542 3.631 0.443
C: -8.643 3.278 1.346
C: -8.053 4.490 -0.618
H: -5.686 2.700 -3.366
H: -4.761 1.660 -2.269
H: -4.791 3.421 -2.073
H: -8.414 1.410 -1.489
H: -7.039 0.465 -2.085
H: -7.759 1.751 -3.084
H: -3.715 4.004 -0.268
H: -4.198 5.055 1.068
H: -5.227 4.935 -0.328
H: -3.536 2.093 1.419
H: -4.901 1.890 2.535
H: -3.937 3.349 2.610
H: -9.353 2.600 0.858
H: -9.181 4.165 1.692
H: -8.254 2.774 2.238
H: -8.793 3.982 -1.246
H: -7.261 4.878 -1.257
H: -8.537 5.372 -0.182
O: 5.101 -2.689 -1.732
P: 6.531 -2.691 -1.162
N: 6.079 -1.882 0.289
C: 5.354 -0.613 0.255
C: 5.385 -2.778 1.217
N: 7.195 -1.661 -2.351
C: 7.575 -0.278 -2.162
C: 6.701 -1.841 -3.715
N: 8.203 -2.782 -0.523
C: 8.708 -4.158 -0.599
C: 8.689 -2.165 0.705
H: 5.175 -0.245 1.270
H: 4.389 -0.695 -0.251
H: 5.936 0.170 -0.225
H: 5.936 -3.720 1.323
H: 4.373 -3.017 0.871
H: 5.321 -2.336 2.217
H: 6.715 0.396 -2.252
H: 8.311 0.024 -2.916
H: 8.057 -0.102 -1.201
H: 5.743 -1.329 -3.870
H: 6.563 -2.902 -3.938
H: 7.419 -1.461 -4.448
H: 8.232 -4.796 0.154
H: 9.793 -4.197 -0.462
H: 8.496 -4.584 -1.586
H: 8.309 -2.664 1.603
H: 8.441 -1.105 0.764
H: 9.784 -2.212 0.738

Atom charges from the Mulliken analysis, given in e for atoms 1 to 4:
1. C -1.0214
2. C 0.3781
3. C -0.6939
4. C -0.5912


What are the calculated total energy values for these records? In order: -5218.85169, -6383.43245, -2595.01581, -4272.17295, -2136.67447 hartree.